No. 1
A 6-piece molecular cluster, C21H51BF4NO14P3 overall. Source: the Open Molecules 2025 dataset; level of theory: the ωB97M-V functional and the def2-TZVPD basis.

## Properties
* E_HOMO: -9.379 eV
* relative energy (zero: lowest compared OMol25 entry of this formula, charge and spin): 0.896 eV
* 2S+1: 1
* total charge: 0
* lowest unoccupied orbital energy: -0.1346 hartree

Cartesian coordinates (Å):
C  -1.2980  -3.0047  -2.9679
C  -1.8813  -1.6619  -3.3555
C  -0.8678  -0.5131  -3.3787
C  0.2182  -0.4980  -4.3265
C  -0.5000  -0.4292  -5.7600
C  -1.2900  -1.7263  -5.9419
N  -2.2335  -1.9251  -4.7761
O  -3.3277  -2.4727  -5.0144
C  -0.4449  -2.9660  -6.3600
C  -2.1574  -1.3996  -7.2074
C  -3.0450  -1.2975  -2.4499
H  -2.1937  -3.9259  -2.9814
H  -1.0145  -2.9568  -1.8726
H  -0.4842  -3.3811  -3.3026
H  -0.5235  -0.5067  -2.2312
H  -1.4506  0.3107  -3.4194
H  0.8357  -1.5629  -4.4482
H  0.6725  0.4249  -4.2417
H  0.3565  -0.3386  -6.5786
H  -1.0784  0.4365  -5.8249
H  -0.0073  -3.5364  -5.5372
H  0.3701  -2.7782  -7.0463
H  -1.2332  -3.6454  -6.7704
H  -2.7486  -2.1573  -7.6433
H  -1.6017  -0.8936  -8.0128
H  -2.7475  -0.5321  -6.7694
H  -3.6743  -2.0808  -2.4413
H  -3.7283  -0.5471  -3.0712
H  -2.8472  -1.2252  -1.3963
B  0.1005  1.4756  -0.1755
F  -0.6904  0.3120  0.2233
F  1.0396  1.6369  0.8446
F  0.7487  1.3749  -1.3150
F  -0.7085  2.5308  -0.0695
C  4.0609  -3.6731  -0.9592
C  2.7000  -3.0740  -1.1606
O  1.6107  -3.7501  -1.2396
C  2.6779  -1.5736  -1.2844
H  3.8983  -4.7191  -0.8999
H  4.4016  -3.4039  0.1352
H  4.6259  -3.4981  -1.7931
H  3.0420  -1.4260  -0.3719
H  1.6378  -1.2349  -1.1882
H  3.3149  -1.1898  -2.2599
C  5.1279  1.5603  7.7030
O  4.5655  1.0229  6.4823
P  5.3750  1.1609  5.1014
O  5.8346  2.5486  5.0446
O  6.7487  0.2947  5.0160
C  7.9257  0.8709  4.3722
O  4.4185  0.9280  3.8654
C  3.1331  1.7115  3.8072
H  4.2542  1.2939  8.4607
H  5.1239  2.6295  7.5188
H  6.1777  1.4181  8.1974
H  8.7094  0.3809  4.5517
H  7.9625  1.9500  4.8843
H  7.9040  0.9038  3.2140
H  3.1201  2.0814  2.8303
H  3.1312  2.4527  4.5340
H  2.4326  0.9587  3.8731
C  -6.9614  2.5171  -3.2250
O  -5.8161  3.1719  -3.6091
P  -4.3869  2.7461  -2.9425
O  -3.6284  1.9978  -4.0224
O  -3.4707  4.0499  -2.6440
C  -2.0153  3.9799  -2.4438
O  -4.6226  1.6716  -1.7433
C  -4.0492  1.8336  -0.4746
H  -6.9593  2.5780  -2.0851
H  -6.9746  1.4395  -3.6849
H  -7.7654  3.1097  -3.5793
H  -1.7155  2.9637  -2.2044
H  -1.6481  4.7090  -1.4996
H  -1.5923  4.5040  -3.3365
H  -2.8942  1.3704  -0.2909
H  -4.6327  1.3053  0.2926
H  -3.9064  2.8897  -0.1553
C  1.4203  -0.9082  6.4090
O  0.2712  -0.9389  5.6541
P  -0.8471  0.3019  5.7604
O  -0.1594  1.5253  6.0595
O  -1.7964  0.4623  4.5547
C  -1.1556  0.8428  3.2803
O  -1.7423  -0.0269  7.1258
C  -2.4516  -1.2276  7.0503
H  2.0918  -1.5957  6.0774
H  1.1890  -0.6265  7.3844
H  2.1093  -0.0217  5.9704
H  -0.4060  0.0207  2.7803
H  -0.4751  1.6732  3.2458
H  -1.7754  1.0099  2.5918
H  -2.9717  -1.2065  6.1178
H  -3.0550  -1.1144  7.8681
H  -1.6855  -2.1711  6.9023

Forces on the atoms, in the same order (eV/Å):
C -7.0 -1.4 5.0
C 1.5 0.5 -0.1
C 0.8 -3.0 5.5
C -0.3 -3.9 -4.1
C 4.2 -1.6 0.8
C 0.5 1.2 -3.3
N -4.2 -2.8 -1.0
O 3.7 2.1 0.6
C -1.7 -1.5 1.6
C -0.4 2.8 1.8
C -1.0 2.2 -3.3
H 2.5 2.8 -0.2
H -0.6 0.3 -0.9
H 5.4 -2.0 -3.3
H -0.4 0.1 -2.4
H -1.7 3.1 -0.5
H -0.9 3.2 1.0
H 2.1 1.4 0.5
H -2.0 -0.5 1.5
H -1.2 1.3 -0.1
H 0.0 0.3 0.2
H -0.3 0.6 -0.3
H 1.1 0.2 -0.1
H -0.7 -0.9 0.0
H 0.4 -0.6 0.5
H -0.2 -1.1 -1.1
H -2.3 -3.3 -0.1
H 1.7 -0.5 2.1
H 0.8 1.2 0.2
B 0.1 -1.2 3.8
F 0.1 -0.2 -1.0
F 1.1 -0.3 1.0
F 0.8 -0.7 -3.2
F -2.2 2.3 -0.7
C -2.3 -0.6 4.2
C -4.1 -1.6 -1.6
O 4.0 2.0 0.4
C -1.2 -1.1 -4.7
H 0.0 -1.2 0.0
H 0.0 0.0 -2.5
H 2.1 1.0 -1.6
H 2.5 2.2 3.6
H 0.3 0.2 -0.8
H -1.6 -0.7 2.9
C -1.7 0.9 2.3
O 1.4 -2.6 -0.8
P 1.8 3.2 -0.5
O 0.3 1.5 0.2
O -1.4 -1.5 -0.4
C -6.5 6.8 -1.6
O -0.2 -1.2 1.1
C 2.6 -1.5 -0.6
H 2.2 0.6 -1.3
H -0.2 0.3 0.3
H -1.7 -1.1 -1.7
H 5.9 -4.4 2.3
H 0.3 -2.2 -1.8
H -0.7 0.3 1.9
H 0.0 0.8 -1.4
H -0.2 1.2 1.3
H -2.0 -1.1 0.6
C -0.5 -2.2 1.8
O 3.5 1.3 1.0
P 3.3 -2.0 -4.3
O -1.0 0.4 1.4
O -2.0 -0.5 1.4
C 0.6 2.7 1.6
O -0.4 1.8 -0.8
C 3.7 -0.5 2.8
H -0.7 -0.9 -1.4
H -0.2 1.9 1.2
H -1.0 0.2 -0.4
H 0.3 0.2 -0.4
H -1.5 -2.1 -2.3
H -0.1 -1.1 0.6
H -3.0 1.0 -1.2
H -0.2 0.3 -0.5
H -0.4 -0.6 -0.4
C 1.7 5.5 -2.2
O -4.3 0.2 -2.0
P 2.0 -0.3 3.8
O 1.4 1.9 0.2
O 0.0 -1.1 -1.9
C 7.1 -3.6 2.9
O 2.0 0.7 -2.9
C 3.0 -2.2 -2.4
H 1.2 -3.3 0.2
H 0.3 -0.4 2.0
H -1.6 -1.0 1.3
H -2.1 1.3 1.7
H 0.0 0.8 1.3
H -5.8 1.0 -4.9
H -1.1 -0.3 -0.5
H -1.8 -1.2 2.1
H -2.0 2.0 1.2

Atomic partial charges in e from the Mulliken method, atoms 1 to 8:
1 C -1.960
2 C 1.566
3 C -0.703
4 C -0.554
5 C -1.236
6 C 0.739
7 N 1.138
8 O -0.391

***

No. 2
A 8-piece molecular cluster, C21H51Cl6N3O11P2 overall. Source: the Open Molecules 2025 dataset; level of theory: the ωB97M-V functional and the def2-TZVPD basis.

## Properties
* E_HOMO: -9.280 eV
* SMILES: COP(=O)(OC)OC.COP(=O)(OC)OC.CNC(C)=O.CNC(C)=O.CNC(C)=O.ClCCCl.ClCCCl.ClCCCl
* relative energy (zero: lowest compared OMol25 entry of this formula, charge and spin): 0.781 eV
* 2S+1: 1
* total charge: 0
* lowest unoccupied orbital energy: 0.0077 hartree

Cartesian coordinates (Å):
C  1.5249  1.9963  -8.4902
O  0.6723  2.0447  -7.3259
P  1.0132  3.0722  -6.1618
O  1.3152  4.4675  -6.5618
O  -0.2353  2.8580  -5.1033
C  -0.1284  3.3901  -3.7836
O  2.2060  2.2036  -5.3943
C  1.9287  0.8931  -4.9602
H  2.5562  2.2791  -8.2791
H  1.1095  2.5518  -9.3309
H  1.5520  0.9426  -8.7679
H  -0.9551  4.0746  -3.5936
H  0.8091  3.9182  -3.6099
H  -0.1758  2.5592  -3.0796
H  1.2926  0.8783  -4.0751
H  2.8976  0.4459  -4.7383
H  1.4193  0.3851  -5.7791
C  3.5283  -1.8179  8.5125
O  2.8117  -2.1830  7.3554
P  1.4444  -1.3578  7.0952
O  1.5915  0.1232  7.0891
O  0.7399  -1.9438  5.8018
C  1.1019  -1.6221  4.4620
O  0.4834  -1.9762  8.2746
C  0.3651  -3.3288  8.4376
H  3.3956  -2.6155  9.2435
H  3.2867  -0.8404  8.9298
H  4.5428  -1.6573  8.1478
H  1.3515  -2.5241  3.9034
H  1.9784  -0.9863  4.3367
H  0.2319  -1.2218  3.9415
H  0.3417  -3.3192  9.5273
H  1.2235  -3.8836  8.0590
H  -0.5913  -3.7452  8.1213
C  0.0101  -1.9382  0.7443
N  -1.0065  -0.8940  0.6716
C  -0.9521  0.1807  -0.1487
C  0.2310  0.4186  -1.0755
O  -1.8506  1.0067  -0.1567
H  -0.2436  -2.7469  1.4297
H  1.0053  -1.5790  1.0064
H  0.2467  -2.3734  -0.2267
H  -1.9021  -0.9794  1.1305
H  0.7267  1.3671  -0.8686
H  -0.0975  0.3906  -2.1144
H  0.9707  -0.3792  -1.0087
C  -5.8214  -2.9522  0.9142
N  -5.6192  -1.6242  1.3516
C  -4.5597  -1.2705  2.1087
C  -4.4925  0.1703  2.5971
O  -3.6979  -2.1259  2.3857
H  -6.8052  -2.9984  0.4472
H  -5.7137  -3.7025  1.6975
H  -5.0734  -3.0533  0.1278
H  -6.2589  -0.8504  1.2420
H  -5.2366  0.3950  3.3613
H  -4.4376  0.9097  1.7982
H  -3.5484  0.2766  3.1314
C  -2.2965  0.4713  -4.4470
N  -3.0029  -0.0016  -3.2390
C  -4.0480  -0.8324  -3.2429
C  -4.6540  -1.2076  -1.8792
O  -4.4990  -1.3787  -4.2493
H  -1.3357  0.8913  -4.1493
H  -2.8893  1.2678  -4.8966
H  -2.0908  -0.3152  -5.1731
H  -2.8180  0.4499  -2.3547
H  -5.2275  -2.1344  -1.8967
H  -5.2016  -0.3558  -1.4760
H  -3.9041  -1.3550  -1.1021
Cl  1.8413  3.7566  -0.9193
C  0.6698  3.8131  0.4350
C  -0.7434  4.2396  -0.0724
Cl  -0.7080  5.7673  -0.8974
H  1.0369  4.5151  1.1837
H  0.6263  2.8629  0.9674
H  -1.4390  4.2578  0.7667
H  -1.2397  3.5513  -0.7565
Cl  1.1474  -2.9888  -2.9032
C  2.8927  -3.3149  -2.9480
C  3.6575  -2.1384  -2.2911
Cl  3.4526  -2.0676  -0.5190
H  3.0955  -3.4786  -4.0064
H  3.1402  -4.2137  -2.3832
H  3.2379  -1.2709  -2.8006
H  4.7268  -2.1325  -2.5024
Cl  2.4648  0.6958  2.1638
C  4.2074  0.9333  2.0161
C  4.5282  2.3365  1.5384
Cl  4.1219  3.6077  2.7676
H  4.6848  0.0796  1.5351
H  4.5196  0.8981  3.0599
H  3.9649  2.6360  0.6546
H  5.5783  2.4461  1.2675

Forces on the atoms, in the same order (eV/Å):
C 0.0 -0.8 -0.1
O -0.5 0.6 0.0
P 0.1 -0.4 1.6
O 0.1 -1.8 0.7
O 1.2 0.1 -2.1
C 0.2 0.2 0.3
O -0.5 2.5 -0.6
C -0.2 -0.2 -0.4
H -0.2 0.3 0.1
H 0.0 0.2 0.3
H -0.1 0.0 -0.1
H 0.0 0.0 -0.1
H 0.0 0.0 -0.1
H 0.0 0.0 0.0
H 0.0 0.0 0.1
H -0.1 -0.1 0.0
H 0.1 -0.5 0.2
C 1.1 0.5 0.2
O -1.7 0.5 -1.5
P -0.8 0.9 0.9
O -0.1 -1.9 0.3
O 0.7 -0.4 0.4
C 0.2 -0.3 -1.0
O 1.0 3.6 -2.7
C -0.2 -1.4 1.9
H 0.4 0.2 0.1
H -0.7 -0.1 0.0
H 0.3 -0.6 0.5
H 0.0 -0.4 0.4
H -0.3 0.3 0.5
H 0.1 0.4 0.3
H 0.1 -1.3 0.2
H -0.1 -0.1 0.0
H 0.1 0.2 -0.5
C 0.6 -0.2 -0.4
N 0.6 0.0 -0.5
C 0.6 0.2 -0.2
C 0.4 -1.1 0.3
O -1.0 0.5 0.0
H -0.4 0.3 0.0
H -0.2 0.5 0.6
H -0.6 -0.2 -0.2
H 0.1 -0.4 0.3
H -0.2 -0.1 0.0
H -0.3 0.2 0.1
H 0.2 0.1 0.1
C -0.1 -0.2 -1.3
N 0.0 2.6 1.7
C 0.9 -1.3 0.3
C 0.9 -0.3 0.4
O -0.5 1.3 -0.2
H 0.0 -0.2 0.1
H 0.1 0.2 0.0
H 0.0 -1.0 0.0
H -0.4 -0.6 -0.4
H -0.4 0.0 -0.4
H -0.5 -0.1 -0.1
H 0.1 -0.2 -0.1
C -0.4 0.2 0.7
N 0.8 0.5 0.0
C -1.2 -2.1 -0.4
C 0.7 0.6 0.4
O 0.4 0.6 0.3
H -0.1 0.0 0.1
H 0.2 -0.1 -0.3
H -0.4 -0.1 0.2
H 0.3 0.1 -0.1
H -0.2 0.4 -0.5
H -0.5 -0.1 -0.2
H 0.5 0.0 -0.1
Cl 0.0 -0.2 0.4
C -1.2 0.4 -0.1
C 0.4 -1.3 0.6
Cl 0.0 1.0 -0.2
H 0.1 0.2 -0.3
H 0.0 -0.2 -0.5
H 0.2 0.4 0.2
H 0.6 -0.4 0.0
Cl -0.2 -0.1 0.2
C 0.7 0.1 0.9
C -0.4 -0.2 -1.4
Cl -0.1 0.0 -0.4
H 0.5 0.3 0.2
H -0.4 -0.2 -0.2
H 0.1 0.5 0.7
H -0.1 -0.4 0.1
Cl -0.6 -0.2 -0.4
C 0.4 0.6 1.5
C 0.0 0.3 -0.7
Cl 0.2 -0.6 -0.3
H -0.2 0.4 -0.6
H 0.3 -0.1 0.0
H -0.1 -0.3 0.1
H 0.0 -0.1 0.4

Atomic partial charges in e from the Mulliken method, atoms 1 to 8:
1 C -0.736
2 O -0.285
3 P 0.930
4 O -0.723
5 O -0.184
6 C -0.587
7 O -0.378
8 C -0.081

***

No. 3
A 4-piece molecular cluster, C21H51N6O4S2 overall. Source: the Open Molecules 2025 dataset; level of theory: the ωB97M-V functional and the def2-TZVPD basis.

## Properties
* E_HOMO: -1.775 eV
* 2S+1: 1
* total charge: -1
* lowest unoccupied orbital energy: 0.0778 hartree

Cartesian coordinates (Å):
N  1.7570  -1.8147  -1.9363
C  2.5602  -2.3324  -3.1092
N  3.2440  -1.2695  -3.9398
C  3.8369  -0.1653  -3.0928
C  3.0257  1.2833  -3.2883
C  1.3946  1.1247  -3.2758
S  0.6154  1.3542  -1.5576
C  -1.1308  0.5830  -1.6471
S  -2.0748  0.5762  -0.2286
N  -1.5333  0.0300  -2.9976
C  -2.1453  -1.3523  -2.9084
C  -2.0308  -2.0059  -4.4330
O  -1.9836  -0.9563  -5.4933
C  -2.8800  0.1738  -5.1469
C  -2.3868  0.9949  -3.7924
H  0.7392  -2.0769  -1.9965
H  2.1096  -2.2925  -1.0641
H  1.7753  -2.8630  -3.8360
H  3.3030  -3.1920  -2.7774
H  4.9230  0.0447  -3.5416
H  4.0098  -0.4403  -1.9666
H  3.3165  1.6354  -4.3913
H  3.4470  2.1217  -2.5752
H  1.0022  0.1142  -3.7744
H  0.9246  1.9889  -3.9510
H  -1.6786  -2.0291  -2.0725
H  -3.3120  -1.2388  -2.6967
H  -2.8808  -2.8149  -4.6452
H  -0.9790  -2.5663  -4.4788
H  -3.9450  -0.2835  -4.9768
H  -2.8161  0.9448  -6.0305
H  -1.6482  1.8444  -4.1867
H  -3.2657  1.4851  -3.1923
C  -1.6439  -2.0625  5.1788
C  -1.2554  -1.0220  4.1320
C  -1.9751  0.3350  4.3120
O  -3.3400  0.3412  3.8844
C  -4.2521  -0.2010  4.8270
N  -1.4894  -1.5818  2.7918
H  -2.6228  -2.5083  4.9899
H  -0.9183  -2.8843  5.1848
H  -1.6555  -1.6248  6.1823
H  -0.1797  -0.8387  4.2432
H  -1.4659  1.0722  3.6783
H  -1.8897  0.7028  5.3417
H  -3.9560  0.0108  5.8590
H  -4.3531  -1.2779  4.6716
H  -5.2332  0.2474  4.6491
H  -1.1341  -0.9247  2.0958
H  -2.5014  -1.5762  2.6334
C  -0.2413  6.6920  -7.1454
C  -1.0759  5.9706  -6.0907
C  -0.2646  5.5459  -4.8443
O  0.5669  4.3992  -5.0430
C  1.8039  4.6757  -5.6815
N  -1.7445  4.8188  -6.7157
H  0.3820  6.0121  -7.7301
H  -0.8945  7.2118  -7.8560
H  0.4098  7.4424  -6.6853
H  -1.8480  6.6733  -5.7542
H  -0.9775  5.2591  -4.0609
H  0.3182  6.3819  -4.4390
H  2.2053  5.6543  -5.4008
H  1.6876  4.6069  -6.7658
H  2.5217  3.9077  -5.3813
H  -2.3799  4.3999  -6.0351
H  -1.0331  4.0956  -6.8576
C  1.0011  -2.7686  8.5246
C  1.0475  -3.9333  7.5393
C  1.9247  -5.1136  8.0180
O  3.3324  -4.8905  7.8978
C  3.8959  -4.1218  8.9494
N  1.4878  -3.4328  6.2278
H  1.9073  -2.1594  8.5032
H  0.1657  -2.1007  8.2838
H  0.8537  -3.1261  9.5488
H  0.0223  -4.3090  7.4356
H  1.7084  -5.9758  7.3744
H  1.6664  -5.4193  9.0391
H  3.4088  -4.3144  9.9103
H  3.8466  -3.0586  8.7021
H  4.9528  -4.3874  9.0374
H  1.4198  -4.1916  5.5481
H  2.4949  -3.2574  6.2928

Forces on the atoms, in the same order (eV/Å):
N -0.1 -1.5 1.1
C 0.0 0.3 -2.3
N -0.5 0.1 2.6
C 0.5 -0.8 -1.1
C 0.2 -0.4 -0.6
C -0.6 0.6 -1.8
S -2.2 -1.4 -1.4
C 1.1 0.5 -0.4
S 1.2 -0.2 -2.2
N -0.3 0.2 2.3
C -1.9 0.1 -1.0
C 1.4 -0.5 0.6
O -1.3 0.3 2.2
C 0.1 0.0 0.4
C 1.2 0.1 -1.3
H 1.5 0.3 -0.1
H -0.6 0.8 -1.2
H 1.7 0.8 1.2
H -1.2 1.3 -0.1
H -1.9 -0.1 1.0
H -0.5 0.7 -1.7
H -0.8 -0.8 2.3
H -1.1 -1.5 -1.1
H 1.4 2.0 1.4
H 1.0 -1.7 1.6
H -0.7 1.5 -1.8
H 2.3 -0.4 -0.1
H 1.6 1.9 0.5
H -2.3 1.3 -0.2
H 1.7 1.1 -0.5
H -0.4 -1.8 1.6
H -1.6 -1.7 1.1
H 1.4 -1.1 -1.0
C 0.2 -0.3 0.2
C -0.5 -0.1 -0.1
C 0.2 0.0 -0.4
O 0.3 0.1 0.6
C -0.1 0.0 -0.5
N -0.1 0.4 0.1
H 0.0 0.1 -0.1
H -0.1 0.2 0.0
H 0.0 0.0 0.0
H -0.1 0.1 -0.1
H -0.2 -0.1 0.0
H -0.1 -0.1 0.1
H 0.1 -0.1 0.0
H 0.0 0.0 0.3
H 0.1 0.1 0.0
H 0.0 -0.2 0.0
H 0.3 -0.1 0.0
C -0.1 0.3 -0.2
C 0.4 -0.3 -0.1
C -0.2 -0.4 0.0
O -0.2 0.7 0.1
C 0.0 -0.5 0.0
N 0.1 -0.2 0.3
H -0.1 0.0 0.1
H 0.1 -0.1 0.1
H 0.0 -0.1 0.0
H 0.0 -0.1 0.1
H 0.1 -0.1 -0.1
H 0.1 0.0 -0.1
H -0.1 0.0 0.0
H 0.1 0.2 0.0
H -0.2 0.0 0.1
H 0.0 0.1 -0.2
H -0.2 0.2 0.0
C -0.3 0.2 0.1
C 0.5 0.1 0.0
C 0.0 -0.1 -0.4
O -0.5 -0.1 0.4
C 0.2 0.0 -0.3
N 0.2 -0.4 0.1
H 0.0 -0.1 -0.1
H 0.2 -0.1 0.0
H 0.0 0.0 -0.1
H 0.1 -0.1 0.0
H 0.1 0.1 0.0
H 0.1 0.1 0.1
H -0.1 0.0 -0.1
H 0.0 0.0 0.2
H -0.1 -0.1 -0.1
H -0.1 0.2 0.0
H -0.3 0.1 0.0

Atomic partial charges in e from the Mulliken method, atoms 1 to 8:
1 N -0.345
2 C -0.320
3 N -0.724
4 C -0.488
5 C -0.427
6 C 0.176
7 S -0.112
8 C -0.292

***

Which formula does entry 2 have? C21H51Cl6N3O11P2

***

What is the formula in the second record? C21H51Cl6N3O11P2

***

Which value of total charge does entry 3 give? -1